{"formula": "C12H42O9", "method": "the ωB97M-V functional and the def2-TZVPD basis", "elements": ["C", "C", "O", "H", "H", "H", "H", "H", "H", "C", "C", "O", "H", "H", "H", "H", "H", "H", "C", "C", "O", "H", "H", "H", "H", "H", "H", "C", "C", "O", "H", "H", "H", "H", "H", "H", "C", "C", "O", "H", "H", "H", "H", "H", "H", "C", "C", "O", "H", "H", "H", "H", "H", "H", "O", "H", "H", "O", "H", "H", "O", "H", "H"], "xyz": [[1.811, 1.406, 3.010], [3.140, 2.065, 3.063], [2.987, 3.161, 3.803], [1.146, 1.458, 3.872], [1.906, 0.357, 2.730], [1.122, 1.814, 2.271], [3.468, 2.409, 2.082], [3.779, 1.349, 3.581], [3.040, 3.922, 3.219], [-1.851, -0.256, -2.653], [-1.214, 0.082, -3.927], [0.204, -0.056, -3.863], [-1.568, 0.367, -1.804], [-1.593, -1.280, -2.382], [-2.932, -0.212, -2.780], [-1.432, 1.078, -4.311], [-1.437, -0.621, -4.730], [0.618, 0.808, -3.930], [-4.068, -3.654, 0.328], [-3.639, -2.316, 0.987], [-2.682, -1.700, 0.164], [-4.553, -4.345, 1.018], [-3.229, -4.237, -0.051], [-4.826, -3.442, -0.427], [-3.203, -2.655, 1.927], [-4.444, -1.626, 1.239], [-2.568, -0.809, 0.503], [3.421, 1.382, -1.028], [3.933, 2.624, -1.768], [4.556, 3.430, -0.748], [4.218, 0.659, -0.851], [2.764, 0.745, -1.620], [2.977, 1.699, -0.085], [3.058, 3.149, -2.152], [4.541, 2.080, -2.491], [5.344, 3.637, -1.255], [1.197, -2.338, 2.486], [2.125, -2.154, 1.266], [3.318, -2.958, 1.536], [0.376, -3.030, 2.299], [0.639, -1.422, 2.682], [1.882, -2.471, 3.323], [2.323, -1.098, 1.081], [1.653, -2.479, 0.339], [3.557, -3.466, 0.758], [-3.706, 3.420, -0.314], [-3.933, 2.037, 0.322], [-2.779, 1.548, 0.958], [-3.249, 4.132, 0.373], [-4.600, 3.863, -0.752], [-3.088, 3.232, -1.192], [-4.176, 1.373, -0.507], [-4.826, 2.072, 0.946], [-2.595, 2.254, 1.582], [2.047, -1.735, -2.585], [1.293, -1.206, -2.844], [2.010, -2.502, -3.157], [0.299, 0.109, 0.113], [0.480, -0.643, -0.450], [-0.656, 0.159, 0.148], [-0.573, -3.246, -0.045], [-1.372, -2.744, -0.204], [-0.433, -3.181, 0.900]], "forces_ev_per_a": [[-1.924, -1.457, -1.471], [-0.697, -2.164, -0.965], [0.346, 4.242, 2.487], [0.849, 0.045, 0.740], [-0.039, -0.102, 0.029], [0.310, 0.265, -0.503], [0.476, -1.048, -0.293], [0.816, 0.163, -0.350], [-0.070, 0.148, 0.353], [-0.766, -0.621, 0.904], [1.103, 0.217, -1.603], [0.793, 0.111, 0.263], [0.032, 0.300, -0.282], [-0.064, -0.108, 0.038], [-0.161, -0.017, 0.198], [-0.310, 0.120, 0.199], [-0.820, -0.062, 0.092], [0.080, 0.101, 0.148], [-0.805, 0.707, 0.065], [-0.032, -2.070, 0.444], [-0.373, 0.352, -0.309], [-0.093, 0.306, 0.459], [0.131, 0.471, -0.281], [0.291, -0.221, -0.443], [0.350, 0.486, 0.376], [-0.247, -0.187, -0.260], [0.149, 0.610, 0.062], [-0.187, -0.341, 0.062], [-1.968, -2.228, 1.802], [0.852, -0.290, -1.806], [0.464, 0.371, 0.447], [-0.601, 0.464, -0.045], [-0.261, -0.377, -0.089], [0.345, 0.148, -0.540], [0.718, 1.417, -0.575], [0.589, 0.801, 0.779], [0.176, 1.430, -0.911], [-0.242, -0.840, 0.092], [-0.428, 0.657, -0.133], [0.736, -0.798, 0.730], [0.169, 0.309, -0.059], [-0.567, -0.685, 0.237], [0.622, -0.014, 0.400], [0.003, -0.269, 0.100], [-0.148, 0.193, -0.130], [0.180, -0.589, -0.402], [-0.978, 0.770, -1.394], [-0.253, -0.264, -0.114], [0.077, -0.034, -0.095], [-0.439, -0.077, 0.349], [0.567, 0.366, 0.156], [0.040, -0.322, 0.109], [0.150, -0.173, 0.506], [0.718, 0.006, 0.737], [0.644, -0.261, 0.478], [-0.529, 0.451, -0.369], [-0.045, -0.172, -0.076], [0.280, 0.219, 0.166], [0.090, -0.410, -0.250], [-0.324, 0.259, 0.122], [0.758, -0.833, -0.462], [-0.469, 0.467, 0.073], [-0.068, 0.063, 0.008]], "lowdin_charge": [-0.11, -0.39, -0.07, 0.07, 0.04, 0.06, 0.11, 0.11, 0.09, -0.12, -0.35, -0.12, 0.06, 0.08, 0.07, 0.10, 0.11, 0.08, -0.09, -0.32, -0.12, 0.06, 0.07, 0.06, 0.10, 0.10, 0.06, -0.10, -0.32, -0.09, 0.08, 0.05, 0.06, 0.10, 0.11, 0.07, -0.08, -0.28, -0.10, 0.05, 0.05, 0.08, 0.08, 0.08, 0.07, -0.20, -0.42, -0.16, 0.05, 0.05, 0.05, 0.09, 0.08, 0.04, -0.07, -0.02, 0.03, -0.06, 0.01, -0.01, -0.06, -0.03, -0.01], "homo_lumo_gap_ev": [2.01, 10.00], "e_tot_ha": -1159.3962, "max_force_ev_per_a": 4.930, "charge": -1, "homo_energy_ev": [0.67, -7.35], "spin_multiplicity": 2, "de_lowest_kj_mol": 230.79}